This record from the Open Molecules 2025 dataset describes a 16-piece molecular cluster, C44H126N6O26 overall. The level of theory is the ωB97M-V functional and the def2-TZVPD basis.

Each line ends with the Mulliken charge.
Element x y z (Å)
1 C 17.175 19.474 20.356  -0.914
2 C 16.457 19.877 18.966  0.338
3 O 17.445 19.934 18.052  -0.349
4 O 17.397 18.076 20.349  -0.306
5 H 16.516 19.749 21.179  0.425
6 H 18.113 19.980 20.585  0.421
7 H 16.081 20.896 19.057  0.447
8 H 15.667 19.192 18.658  -0.536
9 H 17.900 20.779 18.053  0.246
10 H 18.200 17.881 19.860  0.172
11 C 17.618 13.907 12.736  0.332
12 C 18.930 14.549 12.410  -0.842
13 O 18.816 15.942 12.086  -0.657
14 O 17.300 14.288 14.039  0.903
15 H 17.776 12.834 12.841  0.376
16 H 16.813 14.021 12.010  -0.098
17 H 19.270 14.175 11.444  0.473
18 H 19.741 14.308 13.098  0.147
19 H 19.299 16.453 12.739  0.350
20 H 16.785 15.095 14.102  -0.241
21 C 14.374 23.124 14.489  -0.675
22 C 13.731 21.730 14.376  0.639
23 O 12.333 21.918 14.211  -0.674
24 O 14.208 23.577 15.845  -0.561
25 H 13.904 23.884 13.865  0.386
26 H 15.441 23.035 14.286  0.174
27 H 13.822 21.146 15.292  -0.169
28 H 14.013 21.210 13.460  0.159
29 H 11.928 21.059 14.073  0.522
30 H 13.306 23.853 16.026  0.323
31 C 18.357 21.018 15.105  -0.251
32 C 18.256 22.447 15.754  -0.373
33 O 18.067 22.349 17.150  -0.463
34 O 17.118 20.328 15.228  0.166
35 H 19.143 20.371 15.495  -0.206
36 H 18.616 21.117 14.051  0.454
37 H 17.431 22.926 15.227  0.048
38 H 19.067 23.166 15.634  0.445
39 H 17.824 23.236 17.425  0.261
40 H 16.961 20.258 16.173  -0.089
41 C 10.979 15.993 14.595  1.912
42 C 11.955 15.463 15.625  0.154
43 O 11.911 16.367 16.774  -0.097
44 O 9.649 15.871 15.160  -0.736
45 H 11.097 15.241 13.814  -0.355
46 H 11.193 16.970 14.160  -0.961
47 H 12.916 15.430 15.111  -0.659
48 H 11.638 14.445 15.851  0.241
49 H 10.999 16.310 17.067  0.114
50 H 8.961 16.120 14.538  0.369
51 C 18.650 14.850 20.960  -1.144
52 C 19.096 15.028 19.531  0.550
53 O 19.406 16.392 19.323  -0.677
54 O 17.356 15.221 21.281  -0.412
55 H 19.441 15.261 21.587  0.323
56 H 18.666 13.768 21.094  0.404
57 H 18.395 14.705 18.761  -0.205
58 H 20.020 14.472 19.370  0.377
59 H 20.130 16.310 18.698  0.189
60 H 17.425 16.165 21.122  0.371
61 C 10.166 13.130 11.197  -0.331
62 C 10.293 14.694 11.068  -0.381
63 O 11.641 15.142 11.214  -0.003
64 O 10.394 12.531 12.486  -0.635
65 H 10.686 12.497 10.478  -0.156
66 H 9.134 12.884 10.949  0.519
67 H 9.713 15.076 11.908  0.220
68 H 9.776 14.912 10.133  0.519
69 H 11.683 16.101 11.214  0.011
70 H 11.324 12.298 12.518  0.301
71 C 19.679 17.182 15.025  0.245
72 C 20.101 17.714 16.433  0.100
73 O 21.114 16.934 17.067  -0.634
74 O 20.656 17.324 14.099  -0.588
75 H 18.793 17.673 14.619  0.088
76 H 19.390 16.131 15.014  -0.179
77 H 19.288 17.880 17.140  -0.094
78 H 20.527 18.699 16.246  0.275
79 H 21.883 16.916 16.494  0.364
80 H 21.340 16.741 14.435  0.413
81 C 14.497 16.117 19.284  0.893
82 C 14.103 16.454 20.675  -1.105
83 O 12.797 16.999 20.730  -0.524
84 O 13.668 15.113 18.700  -0.110
85 H 15.493 15.690 19.404  -0.241
86 H 14.611 17.040 18.715  -0.080
87 H 14.853 17.180 20.987  0.305
88 H 14.144 15.544 21.273  0.393
89 H 12.259 16.210 20.625  0.339
90 H 13.005 15.526 18.141  0.217
91 C 11.349 19.572 12.188  -0.293
92 C 12.333 19.072 11.150  -0.270
93 O 11.844 17.850 10.603  -0.454
94 O 11.751 19.496 13.502  -0.549
95 H 10.398 19.066 12.018  0.370
96 H 11.116 20.607 11.937  0.318
97 H 13.321 18.918 11.584  -0.124
98 H 12.291 19.732 10.283  0.405
99 H 11.211 18.130 9.937  0.235
100 H 11.017 19.101 13.979  0.159
101 C 8.715 18.523 18.685  -1.169
102 C 9.795 18.672 19.726  1.046
103 C 10.960 19.650 19.300  -1.067
104 O 11.577 19.112 18.117  0.129
105 C 12.853 19.615 17.935  -0.479
106 N 9.211 19.188 20.983  -0.781
107 H 8.442 19.372 18.059  0.244
108 H 7.739 18.212 19.056  0.388
109 H 9.066 17.720 18.037  0.133
110 H 10.244 17.708 19.965  -0.085
111 H 11.663 19.686 20.133  0.313
112 H 10.606 20.669 19.143  0.388
113 H 13.262 19.234 16.999  -0.429
114 H 13.541 19.209 18.676  0.324
115 H 12.832 20.704 17.984  0.508
116 H 8.543 18.497 21.295  0.278
117 H 9.988 19.231 21.627  0.280
118 C 12.033 8.964 11.740  -1.568
119 C 13.416 9.724 11.579  0.800
120 C 13.767 10.806 12.630  -0.816
121 O 13.074 12.045 12.444  0.110
122 C 13.513 13.107 13.342  0.563
123 N 14.370 8.662 11.719  -0.749
124 H 11.206 9.668 11.831  0.306
125 H 12.037 8.349 12.640  0.522
126 H 11.876 8.390 10.826  0.333
127 H 13.552 10.031 10.542  0.111
128 H 14.831 11.012 12.515  0.188
129 H 13.576 10.442 13.639  0.101
130 H 13.486 12.818 14.393  0.385
131 H 12.982 14.022 13.078  -0.754
132 H 14.587 13.256 13.236  -0.344
133 H 14.483 8.204 10.826  0.297
134 H 13.927 7.961 12.296  0.300
135 C 19.915 13.599 16.398  -0.656
136 C 19.864 12.232 17.025  0.454
137 C 21.216 11.847 17.578  -0.992
138 O 21.182 10.505 17.995  -0.343
139 C 22.470 10.044 18.307  -0.795
140 N 18.726 12.271 17.948  -0.178
141 H 20.516 13.801 15.512  0.770
142 H 20.309 14.330 17.105  0.067
143 H 18.917 13.971 16.165  -0.598
144 H 19.621 11.546 16.214  0.302
145 H 21.589 12.353 18.469  0.427
146 H 21.970 11.963 16.799  0.408
147 H 22.784 10.474 19.258  0.305
148 H 23.216 10.134 17.518  0.311
149 H 22.540 8.967 18.457  0.287
150 H 17.827 12.425 17.516  -0.765
151 H 18.660 11.364 18.388  0.365
152 C 14.787 14.287 9.376  -1.120
153 C 13.746 13.914 8.325  0.253
154 C 13.304 12.451 8.556  0.491
155 O 12.201 12.208 7.615  -0.466
156 C 11.484 11.018 7.951  -0.695
157 N 12.650 14.904 8.454  -0.758
158 H 15.677 13.691 9.174  0.590
159 H 14.364 13.949 10.321  -0.297
160 H 15.061 15.340 9.448  0.405
161 H 14.105 14.003 7.300  0.420
162 H 12.848 12.304 9.535  -0.655
163 H 14.125 11.785 8.291  0.460
164 H 10.459 11.243 7.656  0.314
165 H 11.422 10.642 8.972  0.137
166 H 11.661 10.239 7.209  0.305
167 H 12.002 14.323 7.942  0.406
168 H 12.342 14.995 9.411  0.323
169 C 14.867 16.743 12.592  -1.320
170 C 15.091 17.838 13.629  1.679
171 C 15.212 17.269 15.117  -0.036
172 O 16.049 16.198 15.192  0.580
173 C 16.197 15.800 16.608  1.683
174 N 16.320 18.406 13.239  -0.409
175 H 14.128 15.980 12.836  -0.207
176 H 15.734 16.104 12.427  -0.185
177 H 14.727 17.041 11.553  0.769
178 H 14.261 18.544 13.618  -0.655
179 H 14.238 16.956 15.494  -0.749
180 H 15.607 18.024 15.796  -0.073
181 H 16.368 16.624 17.300  -0.143
182 H 17.082 15.167 16.546  -1.349
183 H 15.338 15.164 16.822  -0.206
184 H 16.593 19.001 14.008  0.088
185 H 17.063 17.739 13.088  0.314
186 C 12.630 11.154 17.398  -1.102
187 C 13.878 11.170 18.190  -0.098
188 C 15.012 11.771 17.361  0.832
189 O 15.612 10.803 16.445  -0.527
190 C 16.456 11.450 15.531  0.751
191 N 13.534 12.085 19.257  -0.725
192 H 12.750 10.550 16.499  0.287
193 H 12.291 12.146 17.099  -0.014
194 H 11.819 10.667 17.940  0.420
195 H 14.135 10.151 18.481  0.466
196 H 15.843 12.186 17.933  0.126
197 H 14.614 12.584 16.754  -0.238
198 H 15.910 12.075 14.825  -0.403
199 H 16.970 10.733 14.891  0.525
200 H 17.103 12.248 15.894  -0.534
201 H 13.380 13.045 18.983  0.296
202 H 14.416 12.147 19.747  0.367

Calculated values
Relative energy (zero: lowest compared OMol25 entry of this formula, charge and spin)   333.47 kJ/mol
Energy   -4036.3969 a.u.
Max |F|   3.79 eV/Å
Spin multiplicity   1
Orbital gap   0.324 Ha